No. 1
Below is C48H76N2OsP3Si3 as an isolated structure in a non-equilibrium geometry, with properties calculated with wB97M-V/def2-TZVPD.

Properties
2S+1: 5
DFT total energy in eV: -107955.20900
F_max in eV/Å: 1.7
Frontier orbital gap (alpha / beta) in hartree: 0.291 / 0.214
LUMO level (alpha / beta) in eV: -1.575 / -4.462
E_HOMO (alpha / beta) in eV: -9.48 / -10.29
Net charge: +1

Cartesian coordinates (Å):
Os1 0.59955 -0.06066 0.89230
C1 0.78218 4.00801 0.66536
C2 1.37119 3.22562 -0.51151
C3 2.20917 4.11781 -1.42260
P1 2.14861 1.64546 0.09372
C4 3.53178 2.10586 1.26814
C5 4.34269 3.37556 1.00635
C6 2.97791 2.16401 2.69649
C7 2.91944 0.96790 -1.43173
C8 4.11825 1.45156 -1.95418
C9 4.66008 0.91056 -3.10947
C10 3.99401 -0.10252 -3.78266
C11 2.79896 -0.58550 -3.27406
C12 2.26267 -0.07955 -2.09201
Si1 0.69455 -0.87488 -1.36366
C13 1.13862 -2.68583 -0.80760
C14 2.03338 -3.50922 -1.48804
C15 2.26177 -4.81617 -1.08100
C16 1.60777 -5.31632 0.03244
C17 0.71106 -4.51812 0.72867
C18 0.47203 -3.21177 0.31655
P2 -0.78990 -2.06207 0.98653
C19 -1.50800 -2.53089 2.64556
C20 -2.93941 -1.98503 2.69482
C21 -1.46497 -3.98266 3.11918
C22 -2.08044 -2.44203 -0.31476
C23 -3.16335 -1.36923 -0.46544
C24 -2.64392 -3.85923 -0.23757
C25 -0.43506 -1.19006 -2.88377
C26 -0.44417 -2.43926 -3.50779
C27 -1.18822 -2.65977 -4.65604
C28 -1.96867 -1.64080 -5.18079
C29 -1.99071 -0.39878 -4.56644
C30 -1.21985 -0.15788 -3.42888
P3 -1.07383 1.44098 -2.55789
C31 -0.67030 2.69425 -3.89556
C32 -1.68085 2.97070 -5.00767
C33 0.67329 2.29651 -4.51313
C34 -2.79175 1.87698 -1.94368
C35 -2.83903 3.37072 -1.61900
C36 -4.00504 1.42026 -2.74852
H1 0.01370 4.70027 0.31590
H2 1.54540 4.59509 1.17904
H3 0.32432 3.33235 1.38820
H4 0.54301 2.83988 -1.11013
H5 3.02966 4.60042 -0.89523
H6 1.56574 4.90610 -1.82023
H7 2.61548 3.56444 -2.26750
H8 4.20501 1.24530 1.20645
H9 3.75282 4.27287 1.19123
H10 4.76115 3.43599 0.00629
H11 5.18031 3.38357 1.70647
H12 2.32821 3.02955 2.83752
H13 3.80182 2.24477 3.40842
H14 2.41607 1.26601 2.93281
H15 4.65437 2.24623 -1.45795
H16 5.60227 1.28775 -3.48527
H17 4.41084 -0.51840 -4.69097
H18 2.26275 -1.36360 -3.80700
H19 2.55324 -3.12996 -2.36053
H20 2.95087 -5.44372 -1.63254
H21 1.78670 -6.33080 0.36482
H22 0.20276 -4.93047 1.58603
H23 -0.91019 -1.94462 3.34376
H24 -3.61934 -2.60201 2.11037
H25 -2.99221 -0.95740 2.32986
H26 -3.29696 -1.99866 3.72449
H27 -1.88863 -4.67360 2.39082
H28 -2.06273 -4.05933 4.02951
H29 -0.45138 -4.28755 3.37539
H30 -1.47634 -2.39722 -1.21881
H31 -4.00861 -1.53450 0.20005
H32 -3.54062 -1.37729 -1.49047
H33 -2.74709 -0.37827 -0.26774
H34 -3.36411 -3.97646 0.57138
H35 -1.84763 -4.59386 -0.11315
H36 -3.15506 -4.08695 -1.17483
H37 0.14908 -3.24914 -3.09988
H38 -1.16155 -3.62827 -5.13907
H39 -2.56279 -1.81657 -6.06851
H40 -2.62462 0.37391 -4.97461
H41 -0.52416 3.62021 -3.32609
H42 -1.71530 2.14321 -5.71527
H43 -1.36427 3.85946 -5.55814
H44 -2.68572 3.16023 -4.63511
H45 0.57960 1.34119 -5.03441
H46 1.45019 2.19010 -3.75585
H47 0.99945 3.04688 -5.23595
H48 -2.82740 1.33727 -0.99116
H49 -2.90143 3.97745 -2.52314
H50 -1.95188 3.68001 -1.05921
H51 -3.71455 3.58985 -1.00523
H52 -4.06402 1.89687 -3.72596
H53 -4.91448 1.67795 -2.19984
H54 -4.00025 0.34031 -2.89040
C37 3.92627 -3.62563 2.41528
Si2 3.80356 -1.75676 2.12118
C38 4.51293 -1.46011 0.40960
C39 4.91094 -0.81453 3.34694
N1 2.16019 -1.14657 2.34349
C40 1.67950 -1.06901 3.59407
C41 2.25753 -1.78983 4.68181
C42 1.87009 -1.60158 5.97677
C43 0.88769 -0.63941 6.27336
C44 0.27668 0.05624 5.26168
C45 0.58613 -0.15769 3.89782
N2 -0.08051 0.46813 2.90417
Si3 -1.33840 1.66452 3.17567
C46 -2.06383 1.94869 1.43917
C47 -2.74274 1.05769 4.29184
C48 -0.60458 3.22978 3.94649
H55 4.78201 -3.85316 3.05559
H56 4.07874 -4.13509 1.46539
H57 3.03786 -4.05309 2.88053
H58 4.66600 -0.41054 0.17158
H59 3.90868 -1.89266 -0.38193
H60 5.49167 -1.94794 0.38536
H61 5.27374 -1.46850 4.14230
H62 4.36261 -0.00421 3.83230
H63 5.78720 -0.38515 2.85762
H64 3.03144 -2.51295 4.46471
H65 2.33420 -2.17954 6.76432
H66 0.61179 -0.45416 7.30309
H67 -0.47995 0.79111 5.50693
H68 -3.02315 1.43439 1.33992
H69 -1.40110 1.56560 0.65037
H70 -2.25050 3.00434 1.22956
H71 -2.67731 -0.00698 4.51162
H72 -3.71043 1.24904 3.82451
H73 -2.73656 1.58451 5.24833
H74 -0.29958 3.96601 3.20182
H75 0.27197 2.99301 4.55325
H76 -1.33991 3.70546 4.59820

Here are the Löwdin charges for atoms 1 to 2, given in e:
1. Os 1.012
2. C -0.112


No. 2
Below is C26H62BaCl2F8N2O12PS2 as an isolated structure in a non-equilibrium geometry, with properties calculated with wB97M-V/def2-TZVPD.

Properties
2S+1: 1
DFT total energy in eV: -133949.96977
F_max in eV/Å: 10.6
Frontier orbital gap in hartree: 0.269
LUMO level in eV: -3.308
E_HOMO in eV: -10.63
Net charge: +1

Cartesian coordinates (Å):
C1 6.38038 -3.30921 1.13776
C2 5.12882 -2.78735 0.38375
C3 4.11305 -3.93373 0.33272
N1 2.87972 -3.67813 -0.63890
C4 2.15094 -2.29188 -0.25395
C5 1.89737 -4.84774 -0.65115
C6 2.21581 -5.62707 -1.90477
C7 2.70446 -4.58860 -2.91091
C8 3.35976 -3.49963 -2.16578
H1 7.04543 -2.46857 1.33561
H2 7.01129 -3.96780 0.54084
H3 6.13136 -3.77019 2.09357
H4 5.34893 -2.55123 -0.65736
H5 4.70393 -1.92615 0.89940
H6 3.75987 -4.15803 1.33923
H7 4.54951 -4.82149 -0.12498
H8 2.88638 -1.53237 -0.51923
H9 1.98135 -2.33202 0.82202
H10 1.23696 -2.17987 -0.83722
H11 0.97893 -4.27176 -0.76433
H12 1.91532 -5.25560 0.35951
H13 1.28501 -6.04049 -2.29310
H14 2.98980 -6.36857 -1.70671
H15 1.91794 -4.12330 -3.50503
H16 3.26725 -5.16664 -3.64387
H17 2.98972 -2.51157 -2.43944
H18 4.44196 -3.62965 -2.15874
Ba1 -3.05621 -1.44327 2.25238
P1 -0.73086 -4.06306 2.30637
F1 -0.97668 -2.79454 3.31544
F2 -2.32701 -4.08040 2.07237
F3 -0.69711 -2.99344 1.06487
F4 -0.48283 -5.36800 1.46165
F5 0.93642 -3.93790 2.60251
F6 -0.94105 -4.97227 3.70176
N2 -1.89341 0.44683 0.84502
S1 -2.20276 1.66896 0.01502
O1 -1.88827 1.63774 -1.42810
O2 -2.10826 2.94686 0.70439
F7 -3.87652 1.50559 -0.04782
S2 -0.15025 0.68888 0.57938
O3 0.56062 1.73190 1.34116
O4 0.38538 0.17631 -0.68623
F8 0.18431 -0.58388 1.53339
Cl1 -1.31438 5.21419 -2.61781
C9 -1.50979 3.77688 -3.53303
C10 -3.01775 3.40227 -3.56297
Cl2 -4.06684 4.63191 -4.33253
H19 -0.89106 3.04700 -3.01096
H20 -1.03226 3.93523 -4.49998
H21 -3.36533 3.20443 -2.54899
H22 -3.07183 2.42649 -4.04570
C11 -1.62313 1.26460 4.24105
O5 -2.09986 -0.06945 4.36307
C12 -2.41671 -0.43370 5.69043
C13 -2.72841 -1.93972 5.82547
O6 -3.72412 -2.26185 4.89931
C14 -4.08073 -3.58232 4.97840
H23 -2.33040 1.96359 4.68746
H24 -1.37768 1.48844 3.20291
H25 -0.64427 1.32055 4.71729
H26 -3.33759 0.05647 6.00635
H27 -1.56484 -0.23433 6.34056
H28 -3.13534 -2.14935 6.81469
H29 -1.74670 -2.41313 5.81058
H30 -3.35416 -4.39336 5.02761
H31 -4.59896 -3.87333 4.06470
H32 -4.82341 -3.70128 5.76731
C15 3.03404 -3.20644 -7.26652
O7 2.92931 -1.98409 -6.49316
C16 1.82272 -1.25793 -6.68841
C17 1.96059 0.09419 -6.02566
O8 1.76636 0.08014 -4.59810
C18 1.72257 1.37802 -4.04010
H33 3.44113 -4.03821 -6.69159
H34 3.69823 -2.92770 -8.08459
H35 2.10692 -3.51837 -7.74740
H36 0.95092 -1.71370 -6.21900
H37 1.74243 -1.10119 -7.76409
H38 1.23398 0.77141 -6.47453
H39 2.92356 0.58046 -6.18164
H40 2.69526 1.82814 -4.23854
H41 1.49546 1.42536 -2.97507
H42 0.99412 1.95112 -4.61369
C19 -4.30529 5.28142 0.02801
O9 -5.20639 6.19068 0.63282
C20 -6.59699 5.75483 0.32323
C21 -7.55472 6.61046 1.27412
O10 -7.41611 8.01409 0.95210
C22 -8.24083 8.79336 1.79463
H43 -4.44947 4.24870 0.34550
H44 -3.28783 5.52154 0.33657
H45 -4.40350 5.23879 -1.05672
H46 -6.70584 4.67879 0.45882
H47 -6.79095 5.99648 -0.72180
H48 -7.25510 6.50524 2.31683
H49 -8.53699 6.22096 1.00664
H50 -9.30306 8.70583 1.56636
H51 -7.95275 9.84069 1.70404
H52 -8.10975 8.59489 2.85836
C23 3.44882 2.31894 -0.65425
O11 4.19200 1.13812 -0.25761
C24 4.73578 1.25525 1.05147
C25 3.81586 1.01839 2.23939
O12 3.17720 -0.25194 2.09504
C26 2.63861 -0.71401 3.35173
H53 3.34861 2.37662 -1.73809
H54 3.78161 3.33664 -0.45016
H55 2.48817 2.25640 -0.14304
H56 5.18750 2.24461 1.12371
H57 5.58128 0.56766 1.07295
H58 3.04603 1.76900 2.41841
H59 4.50244 1.05486 3.08519
H60 2.49347 -1.79429 3.35519
H61 1.69624 -0.20580 3.55608
H62 3.31344 -0.53585 4.18897

Here are the Löwdin charges for atoms 1 to 2, given in e:
1. C -0.079
2. C -0.216